Molecular formula: C70H144F12N8O14
Method: DFT, wB97M-V/def2-TZVPD

```
248
Properties=species:S:1:pos:R:3:forces:R:3
C -6.892 -5.792 4.186 -0.2275 0.4475 -0.8113
C -6.370 -5.727 2.712 -0.7850 0.8103 -0.2036
C -6.133 -4.313 2.116 -0.0671 -0.4927 0.7550
C -6.129 -4.298 0.620 0.0729 0.4734 -0.6355
N -5.862 -2.850 0.153 -1.4323 -0.1066 0.7442
C -6.138 -2.789 -1.324 0.7516 -0.1280 -1.0275
C -6.849 -1.481 -1.647 -0.2493 -0.4339 0.2756
C -6.878 -0.766 -0.312 -1.5528 0.2237 0.3148
C -6.782 -1.758 0.800 0.0494 -2.0336 -0.1975
C -4.461 -2.400 0.404 1.2748 -0.1343 -1.0516
H -6.480 -4.978 4.846 -0.4696 -0.8914 -0.6449
H -6.687 -6.780 4.590 0.3913 0.0311 0.2497
H -8.003 -5.784 4.139 0.6410 0.5662 0.2875
H -7.133 -6.218 2.074 0.4347 -0.0039 0.2687
H -5.432 -6.230 2.571 0.4111 -0.5676 0.1589
H -5.173 -3.908 2.480 -0.3598 -0.2162 -0.0225
H -6.919 -3.630 2.387 -0.4146 0.1582 0.6820
H -7.056 -4.702 0.106 0.8089 0.8607 0.8555
H -5.305 -4.871 0.216 0.3032 -0.1366 -0.1625
H -5.112 -2.901 -1.722 -0.7233 0.0331 -0.3593
H -6.754 -3.614 -1.682 0.2146 -0.2350 0.5336
H -6.317 -0.904 -2.391 0.1318 0.0573 -0.1740
H -7.868 -1.686 -2.024 0.4576 0.1277 0.1951
H -6.043 -0.135 -0.197 0.7694 1.2760 -0.1538
H -7.826 -0.249 -0.177 0.2403 0.6258 -0.0592
H -6.277 -1.387 1.693 -0.1742 -0.0561 -0.0988
H -7.736 -2.242 1.103 0.5309 0.3045 -0.4427
H -3.761 -3.184 0.077 -0.4201 0.0414 0.5345
H -4.279 -2.044 1.416 -0.2516 -0.3404 0.0580
H -4.178 -1.609 -0.316 -0.6311 -0.1059 0.3918
C 4.036 7.275 2.556 -0.2165 0.3309 0.1281
C 3.421 8.585 2.077 0.4498 -0.1255 0.1015
C 1.853 8.505 2.086 1.6547 1.6042 0.2742
C 1.404 9.056 0.749 0.7021 0.7748 0.4464
N -0.074 9.193 0.620 -0.9428 -0.5694 0.4172
C -0.724 7.818 0.928 -0.5078 0.3175 -0.6586
C -2.090 7.842 0.158 2.1218 0.5785 -1.0987
C -1.912 8.871 -1.019 1.9774 0.1167 1.7740
C -0.502 9.473 -0.847 1.8764 -0.2136 0.4941
C -0.660 10.212 1.598 0.0328 -0.0570 -0.3360
H 3.895 7.249 3.635 0.1076 -0.4112 0.1700
H 5.119 7.268 2.341 -0.5143 -0.3389 0.0232
H 3.466 6.465 2.086 0.7410 -0.1018 0.1732
H 3.795 8.755 1.067 -0.2710 0.0626 -0.1984
H 3.891 9.388 2.689 -0.8713 -0.1130 -0.2934
H 1.508 9.091 2.940 -0.2316 -0.1859 0.0348
H 1.582 7.477 2.184 -0.2999 -0.5950 0.1443
H 1.755 8.295 0.054 -0.3254 0.5746 -0.2971
H 1.908 10.039 0.560 -0.6932 -0.6411 0.0339
H -0.867 7.801 2.014 0.1602 -0.3264 -0.2567
H -0.016 7.025 0.584 -0.6272 0.7741 0.2313
H -2.842 8.236 0.757 -1.3576 0.4125 1.3600
H -2.428 6.880 -0.205 0.0102 -0.2235 -0.1308
H -2.563 9.694 -0.988 -1.4812 0.7441 0.2323
H -1.985 8.420 -1.956 -0.1489 -0.8299 -1.4916
H -0.306 10.579 -0.944 -0.6639 -1.1108 -0.3521
H 0.273 8.893 -1.428 -0.9937 0.8690 0.5136
H -1.716 9.963 1.735 0.1804 0.1427 -0.1067
H -0.579 11.233 1.196 0.0786 -0.4574 -0.0714
H -0.172 10.202 2.591 -0.0854 -0.3562 -0.7662
C 6.289 2.183 -4.423 -0.0127 -0.2184 -0.1017
C 5.620 3.287 -3.610 -0.5831 -0.5178 0.1893
C 5.830 3.199 -2.072 -0.1863 -0.6015 -0.8250
C 5.002 2.021 -1.535 -0.6995 0.0085 -0.5771
N 5.736 1.052 -0.632 1.0688 2.2412 1.0127
C 6.288 1.694 0.628 0.0369 -0.5694 0.4782
C 7.412 0.752 1.115 0.8980 0.0456 -1.0392
C 7.856 -0.037 -0.213 -0.4265 1.4363 1.3807
C 6.994 0.556 -1.286 -1.1273 -0.6774 -1.8783
C 4.871 -0.037 -0.193 0.8888 -2.1643 -1.2426
H 6.060 1.117 -4.120 0.1736 1.2596 -0.1424
H 7.334 2.432 -4.319 0.8079 -0.6656 -0.3293
H 5.998 2.312 -5.486 0.2636 -0.2189 0.5531
H 4.568 3.184 -3.908 -0.1596 0.5674 0.7518
H 5.970 4.260 -3.950 -0.0185 0.0352 -0.1394
H 5.536 4.130 -1.623 -0.4385 0.3689 0.3065
H 6.890 3.104 -1.813 -0.0424 -0.0054 -0.3257
H 4.644 1.389 -2.371 0.3117 0.0672 0.3333
H 4.078 2.430 -1.081 0.7110 -0.5719 0.4441
H 5.449 1.764 1.308 -0.1902 0.3184 0.2599
H 6.702 2.666 0.410 -0.1138 0.2994 -0.2905
H 7.110 0.089 1.939 0.0662 0.1773 -0.4404
H 8.305 1.311 1.433 -0.5780 0.0535 0.2194
H 7.523 -1.032 -0.071 0.3460 -1.2247 -0.0359
H 8.929 0.055 -0.429 -0.4539 -0.2456 0.1465
H 6.586 -0.196 -1.961 0.3500 -0.2311 -0.3540
H 7.414 1.338 -1.941 -0.0212 -0.3203 0.8218
H 5.434 -0.662 0.505 0.1128 -0.1916 -0.3698
H 4.535 -0.584 -1.084 0.2565 -0.0981 0.0737
H 4.056 0.272 0.363 -1.6899 1.4709 1.0097
C -1.268 -0.928 -0.195 -1.8713 1.1735 -0.4763
C -1.946 0.117 0.769 0.4626 -1.7802 -0.0587
C -1.122 1.389 0.918 1.1382 -1.9325 0.0583
C -1.165 2.072 -0.378 0.4190 2.7232 -0.1513
N 0.070 2.871 -0.753 0.9276 -2.5526 -1.4830
C -0.237 3.502 -2.089 -0.3096 2.3171 -0.1069
C 0.278 2.544 -3.131 -1.0780 -0.6569 -0.9610
C 1.591 2.214 -2.519 0.8625 -1.2122 0.3705
C 1.276 1.965 -1.038 0.0272 -1.6877 -0.8612
C 0.469 3.865 0.197 -0.4024 1.4880 1.3202
H -1.483 -0.578 -1.237 0.9557 -0.4416 0.5587
H -1.896 -1.801 -0.123 0.0214 -0.6577 -0.0154
H -0.247 -1.216 0.029 0.1703 0.4133 -0.0738
H -2.056 -0.455 1.708 -0.0771 0.7152 0.0094
H -2.954 0.285 0.348 0.3330 0.2671 0.3448
H -0.067 1.046 1.135 -0.9467 0.5833 0.1889
H -1.506 2.039 1.666 -0.0593 0.3953 0.9608
H -1.886 2.870 -0.408 -0.5663 -0.0291 0.4072
H -1.446 1.464 -1.189 0.2294 -0.8751 -1.1527
H 0.342 4.481 -2.090 -0.5895 -1.2349 -0.3131
H -1.312 3.758 -2.100 0.5990 -0.3886 -0.2644
H 0.435 2.944 -4.148 -0.3183 0.2373 0.6457
H -0.440 1.694 -3.270 0.7262 0.4172 0.2999
H 2.132 3.126 -2.605 1.0018 0.6457 -0.0803
H 2.154 1.381 -2.996 -0.3634 0.4618 0.4335
H 2.111 2.111 -0.333 -0.6889 0.1017 -0.0380
H 0.961 0.887 -1.002 0.0485 1.0074 0.4867
H 1.313 4.422 -0.208 0.5299 -0.8654 0.5709
H 0.547 3.484 1.241 0.3069 0.2206 -1.0388
H -0.286 4.625 0.128 -0.8803 0.3992 0.5327
C 0.039 -5.757 -6.820 0.5378 -0.5072 -0.4307
C -0.169 -6.606 -5.563 -1.2586 -0.1905 -0.1554
C -0.229 -5.711 -4.364 -0.0261 0.9154 1.8618
C -1.039 -6.130 -3.124 -0.2949 0.4980 0.0430
N -0.623 -5.480 -1.806 -0.5744 -0.7987 -0.0217
C 0.662 -6.139 -1.349 -0.1287 1.2038 -0.2091
C 1.420 -5.051 -0.559 0.1011 -0.0394 0.7270
C 0.594 -3.760 -0.715 -0.3870 -0.2321 -0.8501
C -0.335 -4.002 -1.898 1.8885 -0.8132 -1.0220
C -1.740 -5.715 -0.756 1.6632 -0.5573 -0.6959
H 0.853 -5.033 -6.702 -0.1454 -0.0919 0.0196
H -0.881 -5.224 -7.062 0.0272 0.1470 0.1805
H 0.264 -6.376 -7.702 0.0184 0.1074 0.3087
H 0.570 -7.371 -5.356 0.2449 -0.2568 -0.4802
H -1.152 -7.095 -5.687 0.3631 -0.1507 0.1001
H -0.648 -4.760 -4.646 0.0156 0.5974 -0.2922
H 0.777 -5.515 -3.986 0.2152 0.1762 -0.4331
H -0.939 -7.179 -2.927 -0.1377 -0.7453 0.0550
H -2.089 -5.868 -3.216 -0.1924 -0.1401 -0.2647
H 0.323 -6.960 -0.737 0.3549 -0.5086 0.0095
H 1.181 -6.450 -2.262 0.0315 -0.1387 0.4727
H 1.388 -5.302 0.515 0.2957 -0.0514 -0.3836
H 2.480 -4.944 -0.861 -0.7037 -0.0866 0.0017
H -0.084 -3.673 0.091 -0.2708 0.3418 1.4708
H 1.172 -2.847 -0.824 -0.0240 -0.1425 0.0288
H -1.231 -3.416 -1.991 -0.5800 0.0953 0.2303
H 0.257 -3.952 -2.814 -0.2071 0.4846 0.0377
H -1.976 -6.811 -0.726 0.1357 1.0283 -0.1608
H -2.526 -5.090 -1.166 -0.5399 0.0806 0.5902
H -1.281 -5.412 0.204 -0.8004 0.0296 -0.3831
C -0.315 -3.385 11.139 0.4819 -1.2911 1.1331
C -1.141 -3.678 9.973 -1.1718 -1.2596 -0.9224
C -0.504 -3.065 8.758 -1.0458 0.7258 -1.6987
C -0.991 -3.858 7.514 1.1807 0.5162 -0.8897
N 0.036 -3.836 6.390 0.8200 -2.4208 -1.0067
C -0.167 -4.812 5.179 -0.4134 0.4109 1.1681
C 1.173 -4.798 4.456 -0.8372 -2.3043 0.1241
C 2.188 -4.791 5.607 -0.8336 3.0411 0.5183
C 1.352 -4.345 6.852 0.1500 -0.2355 0.9360
C 0.286 -2.536 5.834 -1.4667 2.1434 -0.5677
H 0.516 -4.072 11.280 0.2941 -0.0271 -0.4154
H -0.865 -3.493 12.033 -0.6551 0.3102 1.1950
H 0.049 -2.425 10.999 0.8741 2.0052 0.4802
H -2.171 -3.280 10.083 0.4856 -0.3249 -0.0274
H -1.211 -4.790 9.849 -0.2155 0.8352 -0.0135
H 0.567 -3.108 8.767 0.5044 -0.3553 0.5135
H -0.692 -1.945 8.709 -0.2114 -1.3527 -0.0945
H -1.877 -3.507 7.038 -0.9060 0.4778 -0.0563
H -1.148 -4.903 7.759 0.1496 -0.1319 0.0435
H -0.952 -4.335 4.655 -0.7448 -0.0415 -0.6902
H -0.491 -5.788 5.569 0.3036 0.2994 0.0377
H 1.177 -3.968 3.792 0.3931 0.7786 -0.3386
H 1.162 -5.698 3.768 0.3684 0.8782 0.9242
H 3.012 -4.071 5.486 -0.2929 -0.2425 -0.2909
H 2.619 -5.675 5.909 0.8926 -2.3224 0.0131
H 1.783 -3.551 7.474 0.4018 -0.4786 -0.3043
H 1.065 -5.191 7.497 0.5705 0.1164 -0.1327
H -0.371 -2.200 5.004 -0.3657 -0.5948 0.8055
H 1.226 -2.497 5.361 1.3278 0.0803 -0.0249
H 0.209 -1.867 6.676 0.3062 0.7104 -0.1263
C -3.543 4.665 -1.242 1.8204 0.2152 -1.6002
O -3.398 3.841 -2.550 0.3782 -1.0115 2.4176
O -3.937 5.863 -1.398 -0.8014 -0.4707 0.6038
C -4.364 3.591 -0.338 0.7607 0.1713 -0.8225
F -4.208 2.277 -0.724 -0.3113 0.8089 0.1960
F -3.795 3.627 0.905 -0.9445 0.1497 0.0129
F -5.703 3.807 -0.282 1.2170 -0.0389 0.3652
C -3.294 4.448 -3.767 -3.9360 0.0323 -0.6594
C -2.296 3.811 -4.643 1.7945 -1.1604 2.1138
H -2.125 2.764 -4.259 -0.3345 1.0043 -0.7562
H -2.669 3.811 -5.609 -0.2536 -0.1218 -2.1090
H -1.332 4.316 -4.549 0.0297 0.0098 -0.4064
H -3.274 5.514 -3.732 0.5891 1.0684 0.3650
H -4.339 4.278 -4.190 0.9766 0.2318 -0.3850
H -2.401 4.644 -0.948 -1.5004 -0.4070 0.7150
C 3.782 -1.686 -3.901 0.0041 0.3328 -0.0781
O 3.408 -1.120 -5.154 0.2292 0.9703 -1.3216
O 4.552 -0.957 -3.125 -0.4583 -0.0732 0.1818
C 2.392 -2.113 -3.359 -0.9415 -0.3164 -2.1551
F 2.514 -3.246 -2.671 0.3932 -0.3583 1.4786
F 1.712 -1.194 -2.670 0.0879 -0.2303 0.3512
F 1.516 -2.553 -4.382 0.5981 0.8521 0.7505
C 4.512 -1.064 -6.057 0.0931 1.0957 0.8325
C 4.103 -0.636 -7.451 0.0622 -1.3796 -0.7155
H 3.302 0.056 -7.388 -0.6748 0.8721 -0.0119
H 4.947 -0.189 -8.005 -0.3338 -0.1961 0.2599
H 3.716 -1.516 -8.048 0.4287 0.9034 0.6024
H 4.912 -2.052 -6.117 0.7472 -0.8710 0.0910
H 5.285 -0.368 -5.642 -0.4800 -0.5706 -0.3097
H 4.178 -2.665 -4.177 0.6225 -0.7488 -0.0248
C 2.771 1.177 2.898 0.2238 1.2281 3.5034
O 2.059 -0.041 3.287 0.8047 -1.1373 -0.6620
O 2.971 1.501 1.698 0.0233 -0.4946 -2.1130
C 2.003 2.288 3.678 -0.9916 0.8086 0.2069
F 1.866 2.181 5.032 0.0372 -0.8270 -0.3028
F 2.650 3.462 3.549 0.1232 0.1234 -0.4768
F 0.740 2.485 3.201 0.1379 -0.0351 0.1225
C 2.944 -1.198 3.245 -1.7462 0.7150 0.3729
C 2.465 -2.209 2.215 -0.3216 0.1900 -0.3250
H 1.378 -2.360 2.125 0.0869 -0.1302 1.0171
H 2.579 -1.638 1.294 0.7698 -0.6428 -0.6364
H 2.975 -3.203 2.304 -0.2138 0.9741 -0.5137
H 2.997 -1.583 4.258 -0.0728 -0.3454 0.3752
H 3.938 -0.870 3.005 0.6376 0.1775 -0.2731
H 3.665 1.204 3.590 0.5169 -0.6482 -0.3092
C -3.490 -2.879 -3.305 0.8994 -0.7665 -1.1665
O -3.917 -1.499 -3.348 0.0669 -0.6208 -2.0753
O -3.371 -3.350 -2.116 0.3364 -0.3078 0.7410
C -4.413 -3.874 -4.215 -1.4197 -0.9141 -0.4759
F -5.585 -3.461 -4.747 -0.0462 1.4430 -0.0838
F -3.722 -4.359 -5.274 0.7336 0.2853 -0.2074
F -4.833 -5.006 -3.594 0.6906 -0.1139 1.1281
C -3.494 -1.043 -4.680 -0.4991 -0.8770 0.2484
C -2.365 -0.099 -4.553 2.0537 -0.5564 1.1701
H -2.741 0.808 -4.137 -0.2891 0.9053 0.0405
H -1.600 -0.432 -3.758 -0.8433 0.0620 -1.4565
H -1.888 0.068 -5.528 0.0529 0.1452 0.3654
H -4.256 -0.550 -5.237 -1.3065 0.5811 0.1576
H -3.314 -1.907 -5.345 0.3861 0.2808 0.4675
H -2.569 -2.927 -3.994 -0.2513 0.0886 1.0525
N 2.089 6.299 -1.124 1.3026 0.1495 1.2706
O 1.254 7.152 -1.517 0.1745 -1.3859 -1.0680
O 2.510 5.322 -1.777 -0.9268 0.9899 -0.4637
O 2.550 6.457 0.043 -0.2715 -0.3173 -0.4495
N -2.172 -4.399 2.754 2.4486 1.4937 1.5768
O -2.941 -4.969 2.035 -1.5254 -0.9190 -1.0623
O -2.553 -3.785 3.807 -0.0749 -0.4505 -1.0910
O -0.912 -4.400 2.487 -1.2803 0.0048 0.0096
```
Forces are in eV/Å.

Output
orbital gap = 0.2446 hartree
lowest unoccupied orbital energy = -0.03 eV
HOMO = -6.68 eV
charge = 0

Löwdin population analysis, charges in e, atoms 1 to 99: atom 1 (C): -0.099, atom 2 (C): -0.227, atom 3 (C): -0.209, atom 4 (C): -0.107, atom 5 (N): -0.211, atom 6 (C): -0.116, atom 7 (C): -0.114, atom 8 (C): -0.161, atom 9 (C): -0.082, atom 10 (C): -0.014, atom 11 (H): 0.086, atom 12 (H): 0.055, atom 13 (H): 0.071, atom 14 (H): 0.108, atom 15 (H): 0.088, atom 16 (H): 0.102, atom 17 (H): 0.092, atom 18 (H): 0.153, atom 19 (H): 0.131, atom 20 (H): 0.082, atom 21 (H): 0.129, atom 22 (H): 0.110, atom 23 (H): 0.123, atom 24 (H): 0.097, atom 25 (H): 0.126, atom 26 (H): 0.129, atom 27 (H): 0.138, atom 28 (H): 0.088, atom 29 (H): 0.106, atom 30 (H): 0.107, atom 31 (C): -0.117, atom 32 (C): -0.254, atom 33 (C): -0.182, atom 34 (C): -0.173, atom 35 (N): -0.246, atom 36 (C): -0.061, atom 37 (C): -0.090, atom 38 (C): -0.100, atom 39 (C): -0.071, atom 40 (C): 0.025, atom 41 (H): 0.070, atom 42 (H): 0.080, atom 43 (H): 0.055, atom 44 (H): 0.097, atom 45 (H): 0.111, atom 46 (H): 0.101, atom 47 (H): 0.090, atom 48 (H): 0.078, atom 49 (H): 0.156, atom 50 (H): 0.128, atom 51 (H): 0.117, atom 52 (H): 0.081, atom 53 (H): 0.077, atom 54 (H): 0.090, atom 55 (H): 0.095, atom 56 (H): 0.137, atom 57 (H): 0.112, atom 58 (H): 0.100, atom 59 (H): 0.102, atom 60 (H): 0.097, atom 61 (C): -0.113, atom 62 (C): -0.244, atom 63 (C): -0.165, atom 64 (C): -0.088, atom 65 (N): -0.235, atom 66 (C): -0.078, atom 67 (C): -0.114, atom 68 (C): -0.117, atom 69 (C): -0.121, atom 70 (C): -0.001, atom 71 (H): 0.071, atom 72 (H): 0.060, atom 73 (H): 0.082, atom 74 (H): 0.106, atom 75 (H): 0.106, atom 76 (H): 0.103, atom 77 (H): 0.097, atom 78 (H): 0.113, atom 79 (H): 0.133, atom 80 (H): 0.118, atom 81 (H): 0.126, atom 82 (H): 0.106, atom 83 (H): 0.106, atom 84 (H): 0.089, atom 85 (H): 0.119, atom 86 (H): 0.120, atom 87 (H): 0.121, atom 88 (H): 0.108, atom 89 (H): 0.091, atom 90 (H): 0.044, atom 91 (C): -0.071, atom 92 (C): -0.211, atom 93 (C): -0.168, atom 94 (C): -0.133, atom 95 (N): -0.218, atom 96 (C): -0.107, atom 97 (C): -0.160, atom 98 (C): -0.171, atom 99 (C): -0.058